(1)
{
  "formula": "C10H4Cl3N2O8P2RuS2",
  "method": "the ωB97M-V functional and the def2-TZVPD basis",
  "relative_energy_kcal_mol": 50.7,
  "energy_ev": -110200.8154,
  "multiplicity": 2,
  "total_charge": -2,
  "lumo_energy_ev": [4.0961, 3.8563],
  "elements": ["Ru", "O", "P", "O", "O", "O", "P", "O", "O", "O", "H", "H", "Cl", "C", "C", "C", "Cl", "C", "O", "C", "Cl", "C", "H", "H", "S", "C", "S", "C", "C", "N", "C", "N"],
  "xyz": [[0.929, 0.306, -0.616], [5.293, 0.937, -1.074], [3.959, 0.484, -0.286], [4.294, -0.463, 0.784], [2.882, 0.225, -1.351], [3.470, 1.920, 0.322], [2.038, 2.531, -0.082], [0.464, 0.980, -2.332], [1.316, 3.040, 1.098], [2.108, 3.203, -1.397], [6.024, 0.807, -0.460], [1.182, 1.585, -2.582], [-6.568, 1.303, -0.896], [-4.887, 0.799, -0.871], [-3.903, 1.708, -0.522], [-2.584, 1.299, -0.511], [-1.346, 2.420, -0.067], [-2.174, -0.019, -0.831], [-0.965, -0.457, -0.810], [-3.234, -0.890, -1.178], [-2.840, -2.531, -1.591], [-4.560, -0.503, -1.201], [-4.152, 2.727, -0.263], [-5.325, -1.216, -1.472], [0.883, -0.016, 1.737], [1.086, -1.710, 1.507], [1.401, -1.906, -0.162], [1.055, -2.710, 2.459], [1.276, -4.066, 2.091], [1.458, -5.164, 1.786], [0.809, -2.420, 3.829], [0.610, -2.200, 4.944]]
}

=====

(2)
{
  "formula": "C20H22N2O",
  "method": "the ωB97M-V functional and the def2-TZVPD basis",
  "smiles": "Cc1ccc2cc(CNCCc3ccccc3C)c(=O)[nH]c2c1",
  "relative_energy_kcal_mol": 1.2,
  "energy_ev": -26126.0705,
  "total_charge": 0,
  "lumo_energy_ev": 0.5491,
  "elements": ["C", "C", "C", "C", "N", "C", "O", "C", "C", "C", "C", "C", "H", "H", "H", "C", "N", "H", "C", "C", "C", "C", "C", "C", "C", "C", "C", "H", "H", "H", "H", "H", "H", "H", "H", "H", "H", "H", "H", "H", "H", "H", "H", "H", "H"],
  "xyz": [[-6.624, 0.425, -0.964], [-5.208, 0.138, -0.571], [-4.409, 1.115, -0.011], [-3.092, 0.833, 0.355], [-2.289, 1.789, 0.914], [-0.982, 1.615, 1.316], [-0.370, 2.545, 1.813], [-0.446, 0.273, 1.102], [-1.212, -0.695, 0.552], [-2.562, -0.455, 0.157], [-3.384, -1.434, -0.416], [-4.678, -1.142, -0.771], [-5.303, -1.905, -1.211], [-2.982, -2.424, -0.573], [-0.800, -1.681, 0.397], [0.976, 0.073, 1.528], [1.356, -1.327, 1.556], [0.790, -1.801, 2.254], [2.768, -1.551, 1.827], [3.588, -1.671, 0.529], [3.696, -0.371, -0.219], [4.625, 0.568, 0.210], [4.757, 1.792, -0.422], [3.952, 2.087, -1.507], [3.027, 1.157, -1.945], [2.881, -0.073, -1.316], [1.854, -1.047, -1.812], [1.242, -1.403, -0.987], [2.337, -1.905, -2.280], [1.209, -0.575, -2.550], [2.398, 1.391, -2.793], [4.044, 3.038, -2.011], [5.483, 2.508, -0.069], [5.256, 0.333, 1.056], [3.136, -2.441, -0.093], [4.592, -2.001, 0.807], [3.194, -0.752, 2.453], [2.869, -2.494, 2.371], [1.624, 0.595, 0.816], [1.117, 0.578, 2.500], [-2.670, 2.717, 1.057], [-4.799, 2.110, 0.151], [-7.305, -0.231, -0.424], [-6.764, 0.242, -2.029], [-6.890, 1.456, -0.750]]
}

=====

(3)
{
  "formula": "C5H13N3O",
  "method": "the ωB97M-V functional and the def2-TZVPD basis",
  "relative_energy_kcal_mol": 188.8,
  "energy_ev": -11906.4292,
  "total_charge": 0,
  "lumo_energy_ev": [0.1783, -1.1365],
  "elements": ["C", "C", "C", "C", "C", "N", "N", "N", "O", "H", "H", "H", "H", "H", "H", "H", "H", "H", "H", "H", "H", "H"],
  "xyz": [[-1.126, 0.359, -0.206], [-0.993, 0.582, 2.324], [0.450, 2.188, 0.863], [1.556, -2.592, -3.024], [-0.139, 0.738, 0.978], [1.826, -0.806, -1.596], [0.803, -0.253, 1.118], [1.236, -1.830, -1.685], [0.425, -2.485, -0.976], [-2.116, 0.685, 0.011], [-0.906, 0.736, -1.197], [-1.224, -0.652, 0.074], [-1.917, 1.162, 2.219], [-0.552, 0.912, 3.284], [-1.370, -0.399, 2.457], [-0.343, 2.927, 0.798], [0.865, 2.437, 1.840], [0.965, 2.120, -0.087], [0.782, -2.275, -3.714], [2.545, -2.278, -3.325], [1.461, -3.617, -2.816], [1.833, 0.015, 1.250]]
}

=====

(4)
{
  "formula": "C5H12O2",
  "method": "the ωB97M-V functional and the def2-TZVPD basis",
  "smiles": "C[C@@H](O)CC=O.C",
  "relative_energy_kcal_mol": 58.2,
  "energy_ev": -9472.6123,
  "total_charge": 0,
  "lumo_energy_ev": 0.8959,
  "elements": ["C", "C", "C", "O", "C", "C", "O", "H", "H", "H", "H", "H", "H", "H", "H", "H", "H", "H", "H"],
  "xyz": [[2.375, -0.498, 1.627], [0.061, 0.744, 0.420], [0.506, -0.280, -0.502], [0.294, -1.475, -0.363], [-1.436, 0.586, -0.323], [-1.714, 0.249, -1.832], [-2.083, -0.395, 0.437], [2.554, -1.130, 2.491], [3.237, -0.482, 0.957], [2.169, 0.522, 1.967], [-0.116, 0.458, 1.463], [0.641, 1.684, 0.408], [0.869, 0.153, -1.448], [1.547, -0.960, 1.102], [-1.860, 1.559, -0.133], [-1.454, -0.782, -2.109], [-2.804, 0.321, -1.956], [-1.258, 0.922, -2.567], [-1.527, -1.197, 0.361]]
}

=====

(5)
{
  "formula": "C2H9N2O2",
  "method": "the ωB97M-V functional and the def2-TZVPD basis",
  "relative_energy_kcal_mol": 65.8,
  "energy_ev": -9287.1169,
  "total_charge": 1,
  "lumo_energy_ev": -3.7567,
  "elements": ["C", "C", "N", "N", "O", "O", "H", "H", "H", "H", "H", "H", "H", "H", "H"],
  "xyz": [[-1.578, 0.054, 0.591], [1.579, 0.351, -0.872], [1.708, -0.883, -0.378], [-1.012, -0.203, -0.687], [-0.355, 0.044, 1.537], [0.995, 1.274, -0.220], [-2.220, -0.672, 0.980], [-2.145, 0.959, 0.553], [2.113, 0.914, -1.612], [1.129, -1.156, 0.344], [2.404, -1.425, -0.952], [-0.910, 0.568, -1.408], [-1.574, -1.061, -1.054], [-0.571, 0.234, 2.556], [0.436, 1.002, 0.622]]
}

=====

(6)
{
  "formula": "C5H9NO",
  "method": "the ωB97M-V functional and the def2-TZVPD basis",
  "relative_energy_kcal_mol": 113.4,
  "energy_ev": -8864.2971,
  "total_charge": 0,
  "lumo_energy_ev": 0.1954,
  "elements": ["C", "C", "C", "C", "O", "C", "N", "H", "H", "H", "H", "H", "H", "H", "H", "H"],
  "xyz": [[-1.761, -0.532, 1.272], [0.651, 0.920, -0.504], [-0.003, 0.242, -1.638], [1.796, 0.196, 0.057], [2.070, -1.103, -0.445], [-2.094, 0.889, 1.192], [-2.400, 2.002, 1.146], [-0.699, -0.702, 1.072], [-1.998, -0.903, 2.273], [-2.347, -1.093, 0.540], [-1.051, 0.538, -1.759], [0.144, -0.839, -1.752], [0.528, 0.727, -2.481], [2.646, 0.888, -0.089], [1.633, 0.189, 1.152], [2.885, -1.420, -0.037]]
}

=====

(7)
{
  "formula": "C5H6BrF",
  "method": "the ωB97M-V functional and the def2-TZVPD basis",
  "relative_energy_kcal_mol": 81.3,
  "energy_ev": -78036.8631,
  "total_charge": 0,
  "lumo_energy_ev": [0.1276, -0.3123],
  "elements": ["C", "C", "C", "C", "C", "F", "Br", "H", "H", "H", "H", "H", "H"],
  "xyz": [[-0.456, -0.790, 0.827], [-0.189, -1.117, -0.549], [-1.138, 1.218, -0.378], [0.039, 0.438, 0.008], [1.506, 0.714, 0.431], [1.940, 1.971, 0.156], [2.813, -0.569, -0.089], [-1.402, -0.709, 1.389], [0.238, -1.079, 1.618], [0.771, -1.726, -0.761], [-0.974, -1.252, -1.340], [-1.118, 2.289, -0.834], [-2.030, 0.611, -0.477]]
}

=====

(8)
{
  "formula": "C7H5NOS",
  "method": "the ωB97M-V functional and the def2-TZVPD basis",
  "relative_energy_kcal_mol": 132.6,
  "energy_ev": -21707.9373,
  "total_charge": 0,
  "lumo_energy_ev": -0.5716,
  "elements": ["C", "C", "C", "C", "C", "C", "C", "N", "O", "S", "H", "H", "H", "H", "H"],
  "xyz": [[1.407, -0.821, -1.644], [-0.282, -0.681, 1.588], [0.576, 0.506, 1.526], [-0.883, -1.297, 0.575], [-0.907, -0.669, -0.760], [0.449, 1.408, 0.606], [0.019, -0.543, -1.731], [2.510, -1.168, -1.743], [-0.836, 3.574, 0.154], [0.040, 2.567, -0.405], [-0.277, -1.071, 2.561], [1.332, 0.693, 2.283], [-1.127, -2.407, 0.670], [-1.825, -0.020, -0.993], [-0.197, -0.070, -2.686]]
}